Entry A
A molecular structure, C29H37N5PSV, computed with ωB97M-V/def2-TZVPD.

ORCA input file:
```
! wB97M-V def2-TZVPD RIJCOSX def2/J DEFGRID3
* xyz 2 3
V 0.564 0.373 0.221
C -3.718 1.082 1.257
C -3.979 2.267 0.594
C -2.968 2.856 -0.153
C -1.733 2.241 -0.218
N -1.482 1.075 0.419
C -2.458 0.519 1.143
C -0.585 2.817 -0.960
C -0.621 3.990 -1.688
C 0.543 4.421 -2.310
C 1.713 3.691 -2.187
C 1.688 2.521 -1.442
N 0.553 2.114 -0.857
C 2.873 1.679 -1.154
C 4.142 1.980 -1.609
C 5.212 1.198 -1.197
C 4.982 0.154 -0.321
C 3.681 -0.099 0.080
N 2.641 0.619 -0.347
H -4.470 0.592 1.859
H -4.952 2.735 0.659
H -3.153 3.788 -0.665
H -2.205 -0.391 1.665
H -1.527 4.569 -1.778
H 0.540 5.337 -2.885
H 2.620 4.035 -2.658
H 4.313 2.824 -2.261
H 6.213 1.424 -1.538
H 5.788 -0.457 0.059
H 3.457 -0.889 0.781
C 2.461 -3.035 -0.989
C 0.977 -3.289 -1.226
C 0.749 -3.952 -2.587
P -0.087 -1.816 -0.886
C -1.628 -2.543 -0.187
C -2.186 -3.764 -0.923
C -1.369 -2.905 1.283
C -0.497 -0.866 -2.431
C -1.606 -1.411 -3.336
C 0.766 -0.526 -3.233
H 3.021 -3.946 -1.206
H 2.654 -2.766 0.048
H 2.851 -2.252 -1.644
H 0.642 -3.984 -0.449
H 1.255 -3.400 -3.378
H -0.300 -4.054 -2.853
H 1.183 -4.953 -2.565
H -2.369 -1.738 -0.241
H -1.498 -4.608 -0.869
H -2.412 -3.570 -1.968
H -3.110 -4.074 -0.434
H -0.719 -3.779 1.352
H -2.311 -3.179 1.762
H -0.918 -2.100 1.864
H -0.894 0.080 -2.028
H -1.325 -2.359 -3.792
H -1.789 -0.699 -4.142
H -2.541 -1.547 -2.796
H 1.029 -1.338 -3.908
H 1.635 -0.333 -2.600
H 0.590 0.360 -3.846
C -0.543 3.161 6.145
C -0.681 1.944 5.293
C -1.633 0.954 5.540
C -1.664 -0.128 4.689
N -0.816 -0.261 3.661
C 0.064 0.720 3.535
S 1.332 0.573 2.279
N 0.170 1.811 4.271
H -1.398 3.295 6.803
H -0.412 4.043 5.522
H 0.354 3.063 6.759
H -2.319 1.032 6.371
H -2.385 -0.927 4.825
*
```

Properties
* <S²>: 2.046
* HOMO-LUMO gap (alpha / beta): 7.213 / 7.485 eV



Entry B
A molecular structure, C29H37N5PSV, computed with ωB97M-V/def2-TZVPD.

ORCA input file:
```
! wB97M-V def2-TZVPD RIJCOSX def2/J DEFGRID3
* xyz 2 3
V 0.539 -1.039 0.374
C -3.095 -3.481 0.333
C -3.279 -3.735 1.678
C -2.372 -3.222 2.601
C -1.341 -2.438 2.150
N -1.180 -2.150 0.836
C -2.026 -2.696 -0.052
C -0.248 -1.909 3.031
C -0.153 -2.080 4.392
C 0.996 -1.636 5.040
C 2.035 -1.068 4.319
C 1.877 -0.910 2.958
N 0.736 -1.281 2.358
C 2.892 -0.373 2.008
C 4.186 -0.071 2.356
C 5.049 0.409 1.380
C 4.586 0.553 0.086
C 3.279 0.203 -0.203
N 2.434 -0.244 0.741
H -3.757 -3.890 -0.417
H -4.106 -4.349 2.013
H -2.471 -3.450 3.653
H -1.811 -2.511 -1.096
H -0.949 -2.558 4.946
H 1.091 -1.760 6.111
H 2.946 -0.756 4.809
H 4.529 -0.211 3.372
H 6.073 0.654 1.629
H 5.229 0.907 -0.707
H 2.884 0.247 -1.212
C -2.650 0.793 1.949
C -1.816 1.900 1.299
C -2.741 2.957 0.671
P -0.479 1.292 0.186
C 0.824 2.584 0.339
C 0.484 4.032 -0.025
C 1.352 2.572 1.789
C -1.063 1.122 -1.555
C -1.024 2.349 -2.466
C -2.440 0.448 -1.626
H -3.380 1.242 2.626
H -2.037 0.111 2.544
H -3.207 0.211 1.211
H -1.238 2.375 2.098
H -3.534 2.483 0.093
H -2.233 3.668 0.028
H -3.225 3.526 1.468
H 1.612 2.238 -0.333
H -0.309 4.425 0.610
H 0.208 4.177 -1.065
H 1.369 4.644 0.167
H 0.808 3.300 2.392
H 2.404 2.861 1.813
H 1.256 1.611 2.293
H -0.325 0.419 -1.956
H -1.605 3.181 -2.072
H -1.462 2.072 -3.428
H -0.008 2.693 -2.658
H -3.239 1.171 -1.476
H -2.586 -0.349 -0.898
H -2.574 0.017 -2.620
C -0.331 -2.842 -5.977
C 0.389 -1.987 -4.980
C 0.931 -0.752 -5.312
C 1.519 -0.024 -4.301
N 1.611 -0.478 -3.045
C 1.103 -1.689 -2.850
S 1.331 -2.441 -1.222
N 0.482 -2.459 -3.726
H -0.178 -2.492 -6.995
H -1.402 -2.824 -5.763
H 0.000 -3.875 -5.891
H 0.893 -0.373 -6.324
H 1.938 0.957 -4.494
*
```

Properties
* <S²>: 2.046
* HOMO-LUMO gap (alpha / beta): 6.475 / 7.208 eV



Stability ranking, top and bottom: entry A is the most stable and entry B is the least stable.